*1*
The following is a quantum chemistry calculation of the molecule C4H6N2S, from the Open Molecules 2025 dataset.

```
13
Properties=species:S:1:pos:R:3:lowdin_charge:R:1
C 1.470 0.255 0.922 -0.15
C 1.628 0.276 -0.526 -0.20
C -0.339 1.220 0.230 -0.65
C -1.552 -1.271 -0.369 -0.32
N 0.398 0.841 1.334 0.02
N 0.637 0.866 -1.087 0.08
S -2.001 0.497 0.063 0.83
H 2.225 -0.142 1.747 0.14
H 2.411 -0.121 -1.232 0.12
H -0.268 2.335 0.141 0.12
H -2.444 -1.884 -0.285 0.05
H -1.057 -1.696 0.360 -0.03
H -1.107 -1.177 -1.296 0.00
```

As for the HOMO energy: -9.1 eV. The structure (SMILES) is CSC1N=CC=N1.

---

*2*
The following is a quantum chemistry calculation of the molecule C4H6N2S, from the Open Molecules 2025 dataset.

```
13
Properties=species:S:1:pos:R:3:lowdin_charge:R:1
C -2.636 -0.981 -0.033 0.01
C -1.746 0.048 0.049 -0.26
C 0.375 0.809 0.019 -0.20
C 2.443 -0.404 0.007 -0.71
H -3.698 -0.770 -0.034 0.04
H -2.229 -2.000 -0.045 0.06
H -2.042 1.129 0.056 0.11
H -0.015 1.822 -0.023 0.13
H 2.286 1.630 -0.149 0.14
H 1.821 -1.265 0.198 0.06
N -0.372 -0.254 -0.033 0.04
N 1.747 0.778 -0.006 -0.03
S 4.066 -0.542 -0.007 0.62
```

As for the HOMO energy: -8.6 eV. The structure (SMILES) is C=C/N=C/NC=S.

---

*3*
The following is a quantum chemistry calculation of the molecule C4H6N2S, from the Open Molecules 2025 dataset.

```
13
Properties=species:S:1:pos:R:3:lowdin_charge:R:1
C 0.959 0.925 0.011 -0.49
C -0.484 0.931 0.299 -0.25
C -1.311 0.125 -0.696 -0.17
C 0.615 -1.820 0.269 -0.47
H 1.273 1.632 -0.789 0.08
H 1.621 1.091 0.915 0.09
H -0.746 0.511 1.302 0.13
H -0.797 1.990 0.317 0.11
H -1.838 0.654 -1.487 0.11
H 1.087 -2.376 1.083 0.07
N -1.337 -1.135 -0.730 -0.01
N -0.651 -1.862 0.184 -0.05
S 1.608 -0.666 -0.676 0.84
```

As for the HOMO energy: -9.1 eV. The structure (SMILES) is C1=NN=CSCC1.

---

Which one sits at the top of the stability order? *2* does.

---

*1*
The following is a quantum chemistry calculation of a structure of composition C2H5N3S, from the Open Molecules 2025 dataset.

```
11
Properties=species:S:1:pos:R:3:lowdin_charge:R:1
C -1.324 -0.926 -0.013 -0.34
C 1.166 -1.094 -0.125 -0.28
H 1.418 1.517 0.990 0.06
H -1.504 -2.043 -0.602 0.18
H -3.242 -0.519 -0.134 0.07
H 0.897 -2.047 -0.198 0.06
H 3.005 -1.153 0.118 0.08
N -0.057 -0.291 -0.183 -0.53
N -2.349 -0.178 0.351 0.01
N 2.218 -0.434 0.243 0.02
S 0.105 1.418 -0.139 0.68
```

As for the HOMO energy: -8.5 eV.

---

*2*
The following is a quantum chemistry calculation of the molecule C2H5N3S, from the Open Molecules 2025 dataset.

```
11
Properties=species:S:1:pos:R:3:lowdin_charge:R:1
C -0.610 -0.978 -0.957 -0.29
C 0.778 1.461 1.137 -0.77
H -0.637 -2.852 -0.590 0.05
H -1.039 -1.069 -1.983 0.14
H -0.085 0.990 -1.237 0.08
H 0.149 -0.483 1.172 0.13
H 1.091 1.351 2.193 0.08
N -0.414 -1.958 -0.130 0.05
N -0.393 0.300 -0.594 0.00
N 0.112 0.428 0.686 -0.08
S 1.049 2.811 0.303 0.60
```

As for the HOMO energy: -8.7 eV. The structure (SMILES) is [H]/N=C/NNC=S.

---

Which one sits at the top of the stability order? *2* does.

---

*1*
The following is a quantum chemistry calculation of the molecule C3H7N, from the Open Molecules 2025 dataset.

```
11
Properties=species:S:1:pos:R:3:lowdin_charge:R:1
N 1.179 -1.213 -0.397 -0.02
C 0.567 0.118 -0.493 -0.31
C -1.691 0.622 0.438 0.00
C -0.403 0.343 0.623 -0.19
H 1.848 -1.354 -1.140 0.06
H 1.634 -1.383 0.489 0.06
H 1.315 0.919 -0.432 0.11
H 0.045 0.155 -1.437 0.10
H -2.362 0.783 1.270 0.05
H -2.097 0.695 -0.562 0.05
H -0.036 0.315 1.641 0.09
```

As for the HOMO energy: -9.2 eV. The structure (SMILES) is C=CCN.

---

*2*
The following is a quantum chemistry calculation of the molecule C3H7N, from the Open Molecules 2025 dataset.

```
11
Properties=species:S:1:pos:R:3:lowdin_charge:R:1
N 0.083 -0.484 -1.673 -0.03
C 0.212 0.370 -0.524 -0.32
C -0.020 -0.239 1.896 0.02
C -0.531 -0.226 0.633 -0.14
H 0.917 -0.614 -2.234 0.06
H -0.597 -0.022 -2.330 0.09
H -0.209 1.352 -0.748 0.11
H 1.265 0.620 -0.361 0.11
H -0.647 -0.260 2.734 0.02
H 0.968 0.066 2.200 0.05
H -1.441 -0.562 0.408 0.05
```

As for the HOMO energy: -9.3 eV. The structure (SMILES) is C=CCN.

---

Which one sits at the top of the stability order? *1* does.

---

*1*
The following is a quantum chemistry calculation of the molecule C4H10N2O2, from the Open Molecules 2025 dataset.

```
18
Properties=species:S:1:pos:R:3:lowdin_charge:R:1
C 1.841 0.290 0.082 -0.49
C -0.088 -0.218 1.463 -0.02
C -0.478 0.769 -1.004 -0.17
C 0.430 -0.261 -0.027 -0.40
N -0.398 2.143 -0.483 0.00
N 0.467 -1.627 -0.652 0.05
O 2.851 -0.438 -0.536 0.08
O 1.974 1.348 0.606 0.11
H -0.870 -0.970 1.710 0.09
H -0.569 0.764 1.736 0.08
H 0.829 -0.310 2.071 0.09
H -1.528 0.431 -0.994 0.11
H -0.117 0.741 -2.046 0.12
H -0.685 2.083 0.611 0.12
H 0.535 2.216 -0.315 -0.02
H -0.320 -1.767 -1.278 0.08
H 0.105 -2.320 0.000 0.08
H 2.456 -1.317 -0.804 0.11
```

As for the HOMO energy: -9.5 eV. The structure (SMILES) is C[C@@](N)(CN)C(=O)O.

---

*2*
The following is a quantum chemistry calculation of the molecule C4H10N2O2, from the Open Molecules 2025 dataset.

```
18
Properties=species:S:1:pos:R:3:lowdin_charge:R:1
C -1.023 -1.670 -0.202 -0.48
C 1.135 1.411 0.284 -0.09
C -0.231 0.903 -1.492 -0.06
C -0.610 -0.372 0.549 -0.32
N -0.161 -0.939 1.825 0.10
N 0.418 0.238 -0.303 -0.22
O -0.002 -2.168 -0.964 0.09
O -2.100 -2.209 -0.202 0.12
H 0.370 2.095 0.464 0.05
H 1.619 1.005 1.275 0.12
H 1.836 1.942 -0.279 0.06
H -0.489 1.996 -1.415 0.11
H 0.588 0.739 -2.236 0.12
H -1.045 0.373 -1.698 0.03
H -1.536 0.126 0.569 0.14
H 0.725 -1.396 1.892 0.08
H -0.281 -0.194 2.463 0.06
H 0.788 -1.879 -0.529 0.08
```

As for the HOMO energy: -9.5 eV. The structure (SMILES) is CN(C)[C@H](N)C(=O)O.

---

*3*
The following is a quantum chemistry calculation of a cluster of 2 separate species, C4H10N2O2 in total, from the Open Molecules 2025 dataset.

```
18
Properties=species:S:1:pos:R:3:lowdin_charge:R:1
C 1.900 -1.463 -1.688 -0.11
C -1.258 -0.639 1.552 -0.01
C 0.959 -0.712 -2.096 -0.11
C -0.837 0.625 0.876 -0.40
N -1.698 1.108 -0.079 0.13
N 0.128 1.252 1.406 -0.33
O 0.707 2.201 0.630 0.07
O 0.834 0.907 2.355 -0.06
H 2.350 -1.318 -0.694 0.06
H 2.207 -2.305 -2.338 0.06
H 1.596 2.361 0.915 0.11
H -2.377 -0.760 1.923 0.13
H -0.711 -0.996 2.331 0.03
H -1.255 -1.429 0.709 0.11
H 0.558 0.083 -1.468 0.03
H 0.493 -1.025 -3.091 0.08
H -2.278 0.348 -0.472 0.11
H -1.317 1.762 -0.771 0.10
```

As for the HOMO energy: -7.8 eV. The structure (SMILES) is C/C(N)=[N+](\[O-])O.C=C.

---

*4*
The following is a quantum chemistry calculation of the molecule C4H10N2O2, from the Open Molecules 2025 dataset.

```
18
Properties=species:S:1:pos:R:3:lowdin_charge:R:1
N 1.228 -1.464 0.741 0.00
C 1.435 -0.035 0.645 -0.28
C 1.078 0.432 -0.758 -0.23
N -0.291 0.070 -1.115 -0.07
C -1.333 0.888 -0.523 -0.13
C -2.219 0.204 0.506 -0.53
O -1.809 -0.943 1.054 0.10
O -3.280 0.685 0.818 0.09
H -0.895 -1.211 0.786 0.08
H 1.468 -1.917 -0.132 0.08
H 1.738 -1.874 1.505 0.08
H 2.435 0.331 0.849 0.11
H 0.762 0.463 1.353 0.11
H 1.262 1.508 -0.853 0.11
H 1.727 -0.129 -1.431 0.11
H -0.387 -0.056 -2.107 0.11
H -0.900 1.779 -0.077 0.13
H -2.021 1.269 -1.261 0.13
```

As for the HOMO energy: -9.3 eV. The structure (SMILES) is NCCNCC(=O)O.

---

Which one sits at the top of the stability order? *4* does.

---

*1*
The following is a quantum chemistry calculation of a cluster of 2 separate species, C4H10N2O2 in total, from the Open Molecules 2025 dataset.

```
18
Properties=species:S:1:pos:R:3:lowdin_charge:R:1
C 0.179 -0.671 0.107 -0.39
C -1.168 1.082 1.031 -0.10
C 0.456 -1.602 -1.028 -0.04
C 0.844 -0.981 1.416 -0.02
N -0.802 0.143 0.018 -0.03
O 0.796 1.321 -1.541 -0.14
N -0.743 1.103 -1.741 -0.07
O -1.381 2.086 -1.564 -0.03
H 1.060 2.174 -1.928 0.06
H -1.670 0.578 1.860 0.09
H -1.841 1.811 0.562 0.07
H -0.322 1.646 1.430 0.09
H 1.618 -1.737 1.299 0.08
H 1.536 -1.733 -1.147 0.09
H 0.022 -2.577 -0.801 0.09
H 0.036 -1.204 -1.949 0.07
H 1.272 -0.073 1.850 0.09
H 0.108 -1.366 2.126 0.09
```

As for the HOMO energy: -8.7 eV. The structure (SMILES) is CN=C(C)C.O=NO.

---

*2*
The following is a quantum chemistry calculation of the molecule C4H10N2O2, from the Open Molecules 2025 dataset.

```
18
Properties=species:S:1:pos:R:3:lowdin_charge:R:1
C -0.199 -0.347 0.591 -0.34
C 0.865 -0.585 1.627 -0.03
C -0.838 -1.612 0.078 -0.02
N 0.904 1.621 -0.591 0.01
C -0.293 0.885 -0.240 -0.63
N -1.175 0.852 -1.376 0.12
O 1.686 0.805 -1.487 -0.05
O -0.878 1.018 0.985 0.05
H 1.258 0.927 -2.343 0.08
H 1.494 1.771 0.222 0.12
H -1.081 1.686 -1.944 0.08
H -2.138 0.773 -1.073 0.09
H -1.670 -1.907 0.715 0.09
H 1.266 0.356 1.999 0.08
H 0.396 -1.074 2.479 0.09
H 1.666 -1.214 1.243 0.09
H -1.174 -1.560 -0.961 0.07
H -0.086 -2.396 0.076 0.08
```

As for the HOMO energy: -9.0 eV. The structure (SMILES) is CC1(C)O[C@@]1(N)NO.

---

*3*
The following is a quantum chemistry calculation of the molecule C4H10N2O2, from the Open Molecules 2025 dataset.

```
18
Properties=species:S:1:pos:R:3:lowdin_charge:R:1
C 1.420 0.251 -0.951 -0.07
C 0.785 0.191 0.419 -0.33
C 1.560 0.361 1.517 0.05
O -0.221 -1.828 -0.189 -0.11
H -0.130 -2.350 0.626 0.08
H 2.171 1.045 -1.015 0.08
H 0.716 0.414 -1.771 0.08
H 1.918 -0.696 -1.173 0.08
H 2.637 0.462 1.440 0.06
H 1.133 0.466 2.510 0.06
N -2.385 -0.706 -0.778 0.05
C -0.728 0.386 0.531 -0.34
O -1.127 1.479 -0.296 -0.04
N -1.472 -0.863 0.242 -0.08
H -0.615 2.237 0.030 0.12
H -2.514 -1.564 -1.308 0.10
H -2.147 0.078 -1.396 0.08
H -0.998 0.638 1.562 0.14
```

As for the HOMO energy: -8.7 eV. The structure (SMILES) is C=C(C)[C@@H](O)N(N)O.

---

Which one sits at the top of the stability order? *2* does.

---

*1*
The following is a quantum chemistry calculation of a cluster of 2 separate species, CH3FN2O2 in total, from the Open Molecules 2025 dataset.

```
9
Properties=species:S:1:pos:R:3:lowdin_charge:R:1
C 0.688 -0.359 -0.049 -0.32
N 1.539 0.573 0.203 0.19
N -1.448 0.315 0.530 -0.05
O 0.466 -1.431 -0.494 0.11
O -2.007 -0.830 0.214 -0.08
F -1.571 1.210 -0.634 -0.19
H 1.207 1.447 0.583 0.13
H 2.525 0.486 -0.032 0.14
H -1.398 -1.411 -0.321 0.08
```

As for the HOMO energy (alpha / beta): -8.8 / -8.3 eV.

---

*2*
The following is a quantum chemistry calculation of a cluster of 2 separate species, CH3FN2O2 in total, from the Open Molecules 2025 dataset.

```
9
Properties=species:S:1:pos:R:3:lowdin_charge:R:1
C 0.859 0.919 -0.382 -0.10
N 0.440 -0.284 0.258 -0.04
N -1.408 -1.213 0.121 -0.31
O -2.302 -0.541 -0.173 0.13
O -1.163 -2.358 0.179 0.12
F 0.454 -0.191 1.637 -0.07
H 0.484 1.110 -1.369 0.07
H 0.644 1.796 0.246 0.08
H 1.991 0.763 -0.516 0.12
```

As for the HOMO energy (alpha / beta): -9.1 / -9.9 eV.

---

*3*
The following is a quantum chemistry calculation of the molecule CH3FN2O2, from the Open Molecules 2025 dataset.

```
9
Properties=species:S:1:pos:R:3:lowdin_charge:R:1
C 1.493 0.029 0.236 -0.02
N -2.070 -0.580 0.433 0.10
N -0.963 -0.141 -0.074 -0.32
O 0.203 -0.585 0.523 -0.08
O -0.889 0.552 -1.086 0.03
F -3.017 0.131 -0.187 -0.02
H 1.964 -0.573 -0.570 0.09
H 1.154 0.966 -0.375 0.11
H 2.124 0.199 1.101 0.09
```

As for the HOMO energy: -10.3 eV. The structure (SMILES) is CO/[N+]([O-])=N/F.

---

Which one sits at the top of the stability order? *1* does.